{"formula": "C45H71BrGeN3O4SeW", "method": "ωB97M-V/def2-TZVPD", "de_lowest_kcal_mol": 35.1, "total_energy_ha": -9341.83369, "e_homo_ev": [-10.01, -10.63], "s_squared": 2.0195, "gap_ev": [6.122, 6.828], "total_charge": 1, "spin_multiplicity": 3, "elements": ["W", "C", "N", "C", "C", "C", "N", "C", "C", "C", "C", "C", "C", "C", "O", "C", "C", "C", "C", "C", "C", "C", "C", "C", "C", "C", "C", "C", "C", "C", "O", "C", "C", "C", "C", "C", "C", "C", "C", "H", "H", "H", "H", "H", "H", "H", "H", "H", "H", "H", "H", "H", "H", "H", "H", "H", "H", "H", "H", "H", "H", "H", "H", "H", "H", "H", "H", "H", "H", "H", "H", "H", "H", "H", "H", "H", "H", "H", "H", "H", "H", "H", "H", "H", "H", "H", "H", "H", "H", "H", "H", "H", "H", "Br", "C", "C", "C", "C", "C", "N", "C", "O", "O", "H", "H", "H", "C", "Ge", "C", "C", "C", "Se", "C", "H", "H", "H", "H", "H", "H", "H", "H", "H", "H", "H", "H", "H", "H"], "xyz": [[-1.180, -0.059, -0.920], [-3.785, 0.417, 2.571], [-3.406, 1.304, 1.486], [-4.569, 2.030, 1.000], [-2.361, 2.222, 1.913], [-0.948, 1.665, 1.848], [-0.326, 1.517, 0.491], [-0.394, 2.855, -0.180], [0.416, 3.026, -1.439], [0.973, 4.271, -1.681], [1.696, 4.534, -2.839], [1.867, 3.485, -3.736], [1.336, 2.208, -3.544], [0.579, 2.020, -2.390], [0.050, 0.785, -2.146], [1.576, 1.083, -4.556], [2.501, 1.526, -5.690], [0.240, 0.667, -5.190], [2.245, -0.119, -3.870], [2.279, 5.926, -3.071], [1.142, 6.955, -3.051], [3.279, 6.245, -1.953], [3.002, 6.031, -4.413], [1.127, 1.226, 0.722], [1.414, -0.011, 1.510], [2.163, 0.036, 2.678], [2.563, -1.137, 3.299], [2.255, -2.339, 2.662], [1.506, -2.444, 1.492], [1.022, -1.233, 0.983], [0.175, -1.160, -0.091], [1.362, -3.783, 0.765], [-0.102, -4.167, 0.552], [2.029, -4.926, 1.530], [2.068, -3.648, -0.593], [3.348, -1.162, 4.607], [4.695, -1.863, 4.388], [2.536, -1.935, 5.654], [3.614, 0.245, 5.138], [-4.232, 0.964, 3.417], [-2.923, -0.133, 2.937], [-4.511, -0.318, 2.217], [-5.014, 2.681, 1.768], [-5.336, 1.323, 0.682], [-4.292, 2.642, 0.140], [-2.507, 2.525, 2.965], [-2.434, 3.141, 1.330], [-0.875, 0.700, 2.360], [-0.294, 2.364, 2.386], [-0.054, 3.594, 0.556], [-1.444, 3.059, -0.391], [0.833, 5.050, -0.942], [2.452, 3.661, -4.621], [2.079, 2.345, -6.273], [2.651, 0.687, -6.369], [3.481, 1.831, -5.323], [-0.139, 1.461, -5.833], [-0.512, 0.457, -4.429], [0.378, -0.227, -5.799], [3.245, 0.151, -3.528], [2.347, -0.938, -4.584], [1.677, -0.483, -3.013], [0.665, 7.012, -2.073], [0.375, 6.707, -3.785], [1.530, 7.946, -3.288], [2.802, 6.241, -0.973], [3.711, 7.234, -2.108], [4.091, 5.518, -1.935], [2.335, 5.833, -5.252], [3.848, 5.345, -4.477], [3.391, 7.042, -4.531], [1.557, 2.093, 1.236], [1.600, 1.158, -0.264], [2.439, 1.002, 3.079], [2.628, -3.248, 3.104], [-0.600, -4.353, 1.507], [-0.156, -5.080, -0.041], [-0.660, -3.396, 0.029], [1.593, -5.065, 2.519], [3.104, -4.784, 1.639], [1.878, -5.852, 0.975], [1.691, -2.794, -1.157], [1.918, -4.551, -1.186], [3.141, -3.507, -0.459], [4.567, -2.906, 4.104], [5.281, -1.841, 5.306], [5.269, -1.368, 3.606], [2.364, -2.966, 5.348], [1.565, -1.466, 5.818], [3.068, -1.954, 6.605], [4.212, 0.836, 4.443], [4.169, 0.180, 6.073], [2.687, 0.783, 5.342], [-0.615, -2.842, -3.044], [-1.920, -1.650, -3.582], [-2.603, -1.851, -4.790], [-3.511, -0.899, -5.233], [-3.732, 0.258, -4.472], [-3.034, 0.363, -3.296], [-2.168, -0.572, -2.847], [-3.208, 1.545, -2.344], [-3.901, 2.509, -2.574], [-2.523, 1.328, -1.206], [-2.395, -2.746, -5.356], [-4.037, -1.042, -6.165], [-4.410, 1.042, -4.768], [-2.003, -5.939, 3.828], [-2.475, -4.068, 3.599], [-3.466, -3.404, 5.129], [-0.835, -3.026, 3.374], [-3.688, -3.990, 2.070], [-2.650, -1.788, 0.068], [-4.467, -1.599, -0.565], [-1.570, -6.122, 4.810], [-1.285, -6.244, 3.068], [-2.889, -6.563, 3.722], [-2.864, -3.453, 6.035], [-4.368, -3.994, 5.284], [-3.763, -2.367, 4.969], [0.033, -3.683, 3.377], [-0.730, -2.323, 4.201], [-0.823, -2.469, 2.436], [-4.689, -3.594, 2.200], [-3.608, -4.719, 1.274], [-5.086, -1.346, 0.292], [-4.781, -2.558, -0.966], [-4.568, -0.821, -1.322]]}